# 1
This record from OMol25 describes C4H4FeO6 as an isolated structure at a distorted geometry. The level of theory is wB97M-V/def2-TZVPD.

Positions of all 15 atoms, in Å:
O  2.10999  -1.07706  -0.70730
C  0.96633  -1.38454  -0.25404
C  -0.00038  -0.29583  0.11838
O  -1.32768  -0.68111  -0.09288
H  0.30917  -1.03466  1.14952
H  0.50887  -2.31093  -0.64084
H  0.19142  0.51136  -0.60981
C  -2.23360  0.26324  -0.39876
O  -2.08729  1.14911  -1.19371
O  -3.35756  0.05471  0.25829
H  -3.36755  -0.81681  0.67869
O  2.49389  1.87210  -0.05395
C  1.67270  2.10094  0.85366
O  0.76637  1.42153  1.33400
Fe  3.35534  0.22794  -0.44123

Calculated values
HOMO energy (spin up / spin down)   -16.5 / -19.4 eV
Expectation value of S²   12.025
Charge   +2
Spin multiplicity   7
Relative energy (zero: lowest compared OMol25 entry of this formula, charge and spin)   381.8 kJ/mol

# 2
This record from OMol25 describes C13H9N2O5SeY as an isolated structure at a distorted geometry. The level of theory is wB97M-V/def2-TZVPD.

Positions of all 31 atoms, in Å:
O  3.77613  -6.41727  -3.01562
C  3.38635  -5.35486  -3.00167
Y  0.73945  -1.92222  -1.51225
O  3.43581  -2.22937  -3.73413
C  2.47635  -2.04813  -3.11286
C  0.18567  0.36514  -2.24890
O  -0.01040  1.49905  -2.42254
C  -1.40199  -2.24559  -0.60209
O  -2.35802  -2.47645  -0.00245
C  -0.61095  -2.50905  -3.65763
O  -1.16121  -2.96007  -4.55587
H  0.75608  -3.88649  -1.61424
C  1.66581  2.18058  0.19191
N  0.69426  1.32009  0.85601
C  0.77746  -0.03957  0.99822
Se  2.32444  -1.14631  0.63138
N  -0.36051  -0.38810  1.69067
C  -1.11194  0.73027  2.02468
C  -2.32441  0.83808  2.71615
C  -2.84472  2.14838  2.84809
C  -2.16512  3.26847  2.29389
C  -0.94539  3.12043  1.59255
C  -0.44801  1.81792  1.49196
H  2.07131  2.90024  0.91173
H  1.18050  2.73234  -0.61772
H  2.46283  1.55905  -0.20679
H  -0.60552  -1.33386  1.97500
H  -2.80113  -0.04580  3.11902
H  -3.79089  2.31630  3.38967
H  -2.60097  4.27137  2.41962
H  -0.39126  3.93544  1.15420

Calculated values
HOMO energy   -15.4 eV
Charge   +2
Spin multiplicity   1
Relative energy (zero: lowest compared OMol25 entry of this formula, charge and spin)   0.0 kJ/mol

# 3
This record from OMol25 describes a 12-piece molecular cluster, C44H101BF10N13O22S6 overall at a distorted geometry. The level of theory is wB97M-V/def2-TZVPD.

Positions of all 197 atoms, in Å:
O  -1.55506  0.75562  0.49241
C  -0.88153  0.10735  -0.55375
C  0.38269  -0.95501  -0.23324
O  1.64078  -0.57809  0.26764
H  -0.43965  0.83791  -1.23134
H  -1.52108  -0.49896  -1.19520
H  0.58064  -1.52236  -1.14265
H  0.08240  -1.79752  0.38973
C  -4.04209  0.65365  -4.55526
C  -2.69733  0.46581  -3.82752
N  -1.53722  0.62957  -4.66984
C  -0.36052  -0.11719  -4.66697
C  0.51019  0.43590  -5.64036
N  -0.24326  1.41977  -6.24591
C  -1.41705  1.65372  -5.56085
C  0.18296  2.18429  -7.34701
H  -3.95022  0.36049  -5.60107
H  -3.95604  1.74013  -4.53900
H  -4.91069  0.18146  -4.09627
H  -2.76563  -0.58335  -3.53994
H  -2.47333  0.91119  -2.85821
H  -0.34007  -0.98251  -4.02105
H  1.44665  0.16707  -6.10640
H  -2.12020  2.42304  -5.84390
H  -0.52307  2.98325  -7.57345
H  0.33832  1.55294  -8.22186
H  1.17377  2.54664  -7.07297
C  -0.06091  -4.76366  2.08896
C  -1.21128  -4.36453  1.10768
N  -1.03745  -4.95249  -0.19600
C  -1.12668  -4.31022  -1.42648
C  -1.12152  -5.30680  -2.36793
N  -1.09090  -6.58310  -1.82704
C  -1.03649  -6.31094  -0.47747
C  -1.14700  -7.80070  -2.40697
H  0.89619  -4.26752  1.92801
H  0.04414  -5.81669  2.35009
H  -0.34010  -4.11342  2.91802
H  -1.38719  -3.30430  0.92580
H  -2.16578  -4.74989  1.46620
H  -1.32774  -3.25267  -1.51344
H  -1.30717  -5.29417  -3.43178
H  -0.98644  -7.04812  0.31023
H  -1.48450  -7.83083  -3.44296
H  -2.03099  -8.25994  -1.96452
H  -0.12258  -8.17301  -2.41367
C  6.55327  -5.49088  2.97420
C  5.29681  -6.15100  2.48790
N  4.37158  -5.22852  1.76627
C  3.74341  -4.12121  2.31012
C  3.14085  -3.47327  1.25542
N  3.32692  -4.16606  0.05491
C  4.08398  -5.27422  0.43858
C  2.97640  -3.89603  -1.27609
H  7.01281  -4.70910  2.36943
H  7.23995  -6.30280  3.21369
H  6.34722  -5.01244  3.93167
H  4.64930  -6.46203  3.30771
H  5.41734  -7.04321  1.87347
H  4.00217  -4.01338  3.35311
H  2.55666  -2.56496  1.24524
H  4.48753  -5.98778  -0.26454
H  2.32660  -4.69968  -1.62249
H  3.88290  -4.07162  -1.85534
H  2.61656  -2.88119  -1.44559
C  -1.58906  2.06122  5.47421
O  -1.84495  2.35047  4.09311
C  -2.85847  3.34826  3.91555
C  -2.83222  4.03191  2.50278
N  -3.16653  3.11246  1.28990
H  -2.52630  2.33225  1.32831
H  -3.99144  2.53022  1.26528
C  -2.88059  3.73128  -0.08412
C  -3.51180  5.09237  -0.29420
O  -2.67441  6.03455  0.27370
C  -3.31290  7.35308  0.35366
H  -2.45426  1.56751  5.91668
H  -1.38259  2.97220  6.03599
H  -0.77240  1.33953  5.45559
H  -2.74571  4.13696  4.65942
H  -3.87097  2.96713  4.04852
H  -1.82108  4.34940  2.24803
H  -3.57002  4.83032  2.42344
H  -3.24750  3.02975  -0.83335
H  -1.79702  3.76018  -0.19870
H  -4.47798  5.10885  0.21010
H  -3.55233  5.31384  -1.36069
H  -3.94977  7.52032  -0.51497
H  -2.65098  8.21448  0.44286
H  -3.85400  7.37106  1.29970
C  -1.12844  -0.93602  3.58426
O  -2.02869  -1.82354  3.04844
C  -3.36535  -1.80360  3.57022
C  -4.25430  -0.69212  2.84532
N  -4.05402  -0.60167  1.38047
H  -4.58797  0.21512  1.11998
H  -3.11667  -0.25608  1.23203
C  -4.40873  -1.81993  0.38616
C  -5.87907  -2.17290  0.43473
O  -6.24071  -2.84653  1.59536
C  -7.60042  -3.26138  1.71726
H  -1.36887  0.08364  3.28326
H  -0.18799  -1.14353  3.07378
H  -0.97175  -1.04825  4.65709
H  -3.34256  -1.75110  4.65872
H  -3.80513  -2.77825  3.35872
H  -4.14789  0.25650  3.37154
H  -5.34398  -0.69483  2.87174
H  -3.80837  -2.71489  0.54958
H  -4.09936  -1.47506  -0.60048
H  -5.99854  -2.97498  -0.29362
H  -6.48644  -1.30450  0.17960
H  -7.53524  -3.95621  2.55456
H  -7.84499  -3.72206  0.76015
H  -8.14725  -2.35937  1.99195
C  6.85564  -2.90392  -1.12682
O  5.66446  -2.42669  -1.72335
C  5.30218  -1.10566  -1.11822
C  4.31551  -0.46470  -2.05704
N  3.50058  0.73981  -1.40835
H  2.90100  0.37604  -0.68152
H  3.99323  1.48137  -0.93141
C  2.35717  1.33041  -2.30093
C  2.95261  2.01573  -3.65547
O  3.37638  0.94089  -4.48435
C  4.08905  1.49675  -5.56948
H  7.13855  -3.85967  -1.56795
H  6.79292  -2.98152  -0.04139
H  7.65781  -2.18602  -1.29779
H  6.17154  -0.44882  -1.14769
H  4.94463  -1.19775  -0.09266
H  3.57003  -1.11907  -2.50888
H  4.87022  0.03754  -2.84959
H  1.83254  1.96582  -1.58740
H  1.73400  0.47087  -2.54781
H  3.82343  2.54546  -3.26928
H  2.23368  2.68679  -4.12550
H  4.98725  1.96041  -5.16160
H  3.60670  2.29845  -6.12869
H  4.49665  0.76965  -6.27183
C  2.15482  -1.42026  5.58510
O  2.25490  -0.32871  4.70305
C  3.37664  -0.40816  3.81917
C  3.68893  0.91049  3.14338
N  2.64698  1.37764  2.22486
H  3.19031  1.91564  1.56496
H  2.34113  0.58200  1.68309
C  1.27083  1.92667  2.87017
C  1.48500  3.34372  3.40715
O  2.22869  3.17233  4.61023
C  2.83261  4.25370  5.18414
H  3.08215  -1.64881  6.11038
H  1.82948  -2.32291  5.06792
H  1.39328  -1.17628  6.32581
H  3.27503  -1.25034  3.13469
H  4.29044  -0.52896  4.40095
H  4.45970  0.52022  2.47878
H  4.01103  1.69818  3.82447
H  0.88706  1.24325  3.62765
H  0.54613  1.88991  2.05680
H  0.68350  4.04307  3.64507
H  2.12814  3.81356  2.66303
H  3.65614  3.98752  5.84674
H  2.06763  4.69940  5.81996
H  3.27303  5.02920  4.55745
N  0.21132  6.61857  -3.68906
S  0.07323  5.45498  -2.72022
O  1.20788  4.60680  -2.37892
O  -1.27115  4.83888  -2.96064
F  -0.24128  6.28532  -1.34980
S  1.06518  5.80301  -4.93006
O  0.28717  4.70101  -5.48745
O  2.50343  5.85371  -4.76576
F  0.76408  6.94543  -6.04705
N  -5.52150  1.65691  0.79697
S  -6.72493  2.26061  1.37826
O  -7.80807  1.41627  1.86276
O  -7.02941  3.67080  1.06964
F  -6.07505  2.39054  2.81369
S  -6.14349  1.53753  -0.76407
O  -6.15001  2.75644  -1.56161
O  -7.17279  0.54013  -1.01110
F  -4.82280  0.78997  -1.27435
N  4.33933  2.69996  0.29818
S  4.14952  4.17385  0.19271
O  4.51665  4.76729  -1.10262
O  4.25117  4.90284  1.44478
F  2.52754  4.07451  0.08400
S  6.03365  2.69841  0.39192
O  6.75897  3.38574  1.46026
O  6.67602  2.58240  -0.91364
F  6.20720  1.16680  0.81899
B  -4.08996  -3.24756  -3.63892
F  -3.57714  -3.07059  -2.39118
F  -5.04295  -2.27836  -4.03091
F  -2.99659  -3.03999  -4.41665
F  -4.63114  -4.48762  -3.70933

Calculated values
HOMO energy   -9.1 eV
Charge   +1
Spin multiplicity   1

# 4
This record from OMol25 describes a 2-piece molecular cluster, C4H6Br2N2O6 overall at a distorted geometry. The level of theory is wB97M-V/def2-TZVPD.

Positions of all 20 atoms, in Å:
C  -0.42093  2.19082  -0.47264
C  0.69412  1.16097  -0.29007
C  0.39277  -0.14061  0.31882
C  -1.34263  -1.67025  -0.85852
N  1.89488  1.82049  0.47956
N  1.09169  -1.12827  -0.00360
O  2.02098  3.00048  0.40307
O  2.54287  1.11550  1.21726
O  1.06020  -2.21106  0.85071
O  1.74125  -1.29274  -1.01714
O  -1.02017  -1.13081  -2.01971
O  -0.96928  -2.77553  -0.49599
Br  -0.76517  2.14642  -2.46188
Br  -2.65083  -0.53192  0.05382
H  0.02607  3.19943  -0.39034
H  -1.20401  2.13291  0.20576
H  1.12097  1.12838  -1.23845
H  0.24760  -0.06313  1.30540
H  -0.41765  -1.75286  -2.51163
H  1.65204  -2.99787  0.59568

Calculated values
HOMO energy   -9.9 eV
SMILES string   O=[N+]([O-])[C@@H](/C=[N+](\[O-])O)CBr.O=C(O)Br
Spin multiplicity   1
Relative energy (zero: lowest compared OMol25 entry of this formula, charge and spin)   88.5 kJ/mol